1.
This record from the OMol25 dataset describes a molecular structure, C40H36ClCsF4N4O2PS in a non-equilibrium geometry. The level of theory is ωB97M-V/def2-TZVPD.

orbital gap = 0.220 hartree
electronic energy = -3534.72096 hartree
lowest unoccupied orbital energy = 2.14 eV
HOMO energy = -3.8 eV
molar mass = 912.14 g/mol
relative energy (zero: lowest compared OMol25 entry of this formula, charge and spin) = 42.20 kcal per mole
charge = -1

CARTESIAN COORDINATES (ANGSTROEM)
Cs (0.420, -0.637, 0.752)
C (1.851, 1.516, -2.753)
N (0.842, 0.499, -2.977)
C (0.277, 0.623, -4.305)
C (1.407, -0.830, -2.773)
C (0.381, -1.943, -2.597)
N (-0.468, -1.701, -1.454)
C (-1.292, -2.635, -1.044)
C (-2.125, -2.391, 0.099)
F (-1.985, -1.197, 0.763)
C (-3.085, -3.253, 0.551)
F (-3.842, -2.885, 1.606)
C (-3.319, -4.486, -0.033)
C (-2.509, -4.788, -1.117)
F (-2.681, -5.980, -1.725)
C (-1.550, -3.937, -1.603)
F (-0.860, -4.368, -2.694)
H (2.713, 1.410, -3.436)
H (2.215, 1.455, -1.726)
H (1.415, 2.505, -2.907)
H (-0.543, -0.085, -4.430)
H (1.023, 0.427, -5.098)
H (-0.120, 1.629, -4.452)
H (2.034, -0.811, -1.879)
H (2.046, -1.109, -3.631)
H (0.964, -2.865, -2.494)
H (-0.214, -2.048, -3.518)
H (-4.076, -5.166, 0.325)
C (7.206, -5.013, 4.740)
C (6.188, -4.278, 3.909)
C (4.933, -4.822, 3.659)
C (3.994, -4.132, 2.905)
C (4.309, -2.886, 2.392)
C (5.559, -2.332, 2.617)
C (6.489, -3.027, 3.371)
S (3.087, -1.979, 1.439)
O (1.827, -2.698, 1.572)
O (3.627, -1.903, 0.104)
N (2.916, -0.503, 1.970)
C (2.323, -0.243, 3.165)
C (2.345, -1.117, 4.286)
C (1.774, -0.729, 5.473)
C (1.165, 0.521, 5.562)
C (1.160, 1.300, 4.423)
N (1.703, 0.950, 3.260)
H (6.810, -5.965, 5.090)
H (7.495, -4.423, 5.612)
H (8.108, -5.207, 4.156)
H (4.681, -5.798, 4.059)
H (3.008, -4.537, 2.714)
H (5.787, -1.358, 2.202)
H (7.466, -2.591, 3.549)
H (2.817, -2.081, 4.191)
H (1.803, -1.387, 6.334)
H (0.704, 0.865, 6.478)
H (0.682, 2.277, 4.430)
Cl (-0.735, 2.451, 1.540)
C (-1.589, 3.886, 1.082)
C (-1.898, 4.846, 2.030)
C (-2.587, 5.984, 1.640)
C (-2.953, 6.155, 0.314)
C (-2.641, 5.184, -0.628)
C (-1.961, 4.027, -0.260)
P (-1.466, 2.650, -1.387)
C (-2.147, 3.340, -2.965)
C (-1.286, 4.121, -3.737)
C (-1.714, 4.701, -4.922)
C (-3.014, 4.500, -5.361)
C (-3.880, 3.722, -4.606)
C (-3.451, 3.149, -3.417)
C (-2.789, 1.429, -1.025)
C (-3.791, 1.572, -0.073)
C (-4.756, 0.583, 0.076)
C (-4.731, -0.546, -0.727)
C (-3.727, -0.700, -1.672)
C (-2.755, 0.276, -1.812)
H (-1.601, 4.704, 3.061)
H (-2.843, 6.736, 2.375)
H (-3.488, 7.045, 0.010)
H (-2.932, 5.330, -1.659)
H (-0.266, 4.272, -3.400)
H (-1.032, 5.302, -5.511)
H (-3.351, 4.945, -6.289)
H (-4.896, 3.560, -4.945)
H (-4.138, 2.545, -2.838)
H (-3.829, 2.448, 0.561)
H (-5.528, 0.698, 0.828)
H (-5.481, -1.317, -0.599)
H (-3.686, -1.597, -2.278)
H (-1.943, 0.143, -2.517)

=====

2.
This record from the OMol25 dataset describes a molecular structure, C19H23Cl2NOs in a non-equilibrium geometry. The level of theory is ωB97M-V/def2-TZVPD.

orbital gap (alpha / beta) = 0.128 / 0.131 hartree
electronic energy = -1802.78266 hartree
lowest unoccupied orbital energy (alpha / beta) = -7.24 / -11.54 eV
HOMO energy (alpha / beta) = -10.7 / -15.1 eV
molar mass = 526.54 g/mol
charge = +2
spin multiplicity = 5

CARTESIAN COORDINATES (ANGSTROEM)
C (0.039, 0.232, -4.918)
C (1.406, 0.808, -5.300)
C (-0.169, -1.069, -5.701)
C (-1.025, 1.242, -5.361)
Cl (-0.082, -0.100, -3.106)
H (-0.099, -0.796, -6.767)
H (-1.163, -1.508, -5.522)
H (0.614, -1.813, -5.485)
H (1.370, 0.943, -6.393)
H (2.238, 0.122, -5.071)
H (1.594, 1.793, -4.846)
H (-0.897, 1.347, -6.451)
H (-0.878, 2.233, -4.906)
H (-2.051, 0.888, -5.170)
C (1.252, -1.652, 1.909)
C (0.655, -2.645, 1.091)
C (0.945, -2.317, -0.258)
H (0.078, -3.490, 1.451)
C (1.642, -1.083, -0.288)
C (1.875, -0.702, 1.061)
H (2.413, 0.187, 1.386)
H (1.214, -1.606, 2.989)
H (0.675, -2.898, -1.138)
H (1.921, -0.522, -1.173)
C (-1.970, 0.562, 1.232)
C (-1.950, -0.598, 2.051)
C (-2.117, -1.735, 1.207)
H (-1.811, -0.611, 3.118)
C (-2.265, -1.257, -0.130)
C (-2.107, 0.158, -0.124)
H (-2.086, 0.803, -0.991)
H (-1.882, 1.588, 1.584)
H (-2.106, -2.760, 1.538)
H (-2.437, -1.856, -1.013)
Os (-0.300, -0.801, 0.650)
Cl (-1.562, 3.157, 6.576)
C (-0.306, 2.312, 5.791)
C (0.985, 2.303, 6.317)
C (1.962, 1.580, 5.657)
C (1.616, 0.882, 4.497)
N (0.374, 0.837, 4.021)
C (-0.577, 1.570, 4.618)
H (1.184, 2.850, 7.232)
H (2.991, 1.514, 6.014)
H (2.377, 0.333, 3.932)
H (-1.576, 1.575, 4.190)

=====

3.
This record from the OMol25 dataset describes a gas-phase ion, C3H7OS2 (charge -1) in a non-equilibrium geometry. The level of theory is ωB97M-V/def2-TZVPD.

orbital gap = 0.201 hartree
electronic energy = -990.07918 hartree
lowest unoccupied orbital energy = 2.79 eV
HOMO energy = -2.7 eV
molar mass = 123.22 g/mol
relative energy (zero: lowest compared OMol25 entry of this formula, charge and spin) = 31.88 kcal per mole
charge = -1
SMILES = [O-]CCCSS

CARTESIAN COORDINATES (ANGSTROEM)
C (-0.344, -0.645, 0.352)
C (-0.970, -0.103, 1.787)
O (-2.175, 0.370, 1.583)
C (-0.131, 0.471, -0.709)
S (1.639, 0.752, -0.731)
S (2.374, 1.018, -2.563)
H (-1.129, -1.389, 0.253)
H (0.547, -1.280, 0.513)
H (-0.773, -1.068, 2.349)
H (-0.292, 0.651, 2.277)
H (-0.857, 1.184, -0.297)
H (-0.482, 0.237, -1.711)
H (2.594, -0.197, -3.103)